No. 1
{
  "formula": "C45H60Cl2N3NdO4SSi2",
  "method": "ωB97M-V with the def2-TZVPD basis set",
  "homo_energy_ev": -1.8,
  "charge": -2,
  "s2": 3.754,
  "fmax_ev_per_a": 1.807,
  "homo_lumo_gap_ev": 5.6,
  "spin_multiplicity": 4,
  "symbols": ["Nd", "Cl", "C", "Cl", "H", "H", "N", "N", "C", "O", "O", "H", "H", "H", "O", "S", "C", "C", "C", "C", "C", "C", "C", "C", "C", "C", "C", "C", "H", "H", "H", "H", "H", "H", "H", "H", "H", "H", "C", "C", "C", "C", "C", "C", "C", "C", "C", "C", "C", "C", "N", "H", "H", "H", "H", "H", "H", "H", "H", "H", "H", "H", "H", "H", "H", "H", "H", "H", "C", "Si", "C", "C", "H", "H", "H", "H", "H", "H", "H", "H", "H", "C", "C", "C", "C", "Si", "O", "C", "C", "C", "C", "C", "C", "C", "C", "C", "C", "C", "C", "H", "H", "H", "H", "H", "H", "H", "H", "H", "H", "H", "H", "H", "H", "H", "H", "H", "H", "H"],
  "positions_angstrom": [[-0.378, -0.555, -1.098], [-0.118, 1.273, 1.209], [-1.410, 2.186, 0.665], [0.240, 1.916, -2.215], [-1.486, 3.157, 1.138], [-1.478, 2.252, -0.419], [1.150, -2.240, 0.229], [0.969, -3.543, -0.283], [0.636, -3.683, -1.670], [0.923, -4.768, -2.176], [0.048, -2.687, -2.188], [2.127, -1.971, 0.236], [0.765, -2.178, 1.163], [1.640, -4.233, 0.017], [1.934, -0.595, -2.298], [2.520, 0.625, -2.927], [4.026, 0.005, -3.775], [5.095, 0.882, -3.882], [6.262, 0.478, -4.513], [6.353, -0.803, -5.040], [5.285, -1.683, -4.918], [4.119, -1.280, -4.285], [1.685, 0.773, -4.527], [1.865, 1.921, -5.280], [1.137, 2.091, -6.445], [0.246, 1.107, -6.854], [0.086, -0.044, -6.098], [0.803, -0.217, -4.922], [5.005, 1.877, -3.459], [7.105, 1.155, -4.584], [7.261, -1.119, -5.540], [5.365, -2.687, -5.316], [3.276, -1.954, -4.171], [2.542, 2.690, -4.924], [1.247, 3.002, -7.021], [-0.344, 1.254, -7.751], [-0.619, -0.804, -6.410], [0.656, -1.095, -4.299], [-0.255, 4.156, 2.486], [0.993, 4.431, 1.633], [0.790, 4.311, 0.122], [2.194, 3.638, 2.121], [3.077, 4.366, 2.909], [4.275, 3.867, 3.378], [4.599, 2.570, 3.012], [3.762, 1.772, 2.255], [4.274, 0.349, 2.051], [4.388, -0.047, 0.580], [3.399, -0.623, 2.856], [2.465, 2.263, 1.780], [1.717, 1.411, 1.039], [-1.131, 4.670, 2.077], [-0.091, 4.519, 3.504], [-0.474, 3.094, 2.558], [1.237, 5.484, 1.815], [0.717, 3.283, -0.216], [1.649, 4.754, -0.389], [-0.110, 4.845, -0.197], [2.818, 5.394, 3.149], [4.933, 4.466, 3.996], [5.539, 2.143, 3.353], [5.285, 0.311, 2.473], [3.404, 0.004, 0.135], [4.809, -1.052, 0.462], [5.038, 0.651, 0.045], [2.372, -0.547, 2.505], [3.415, -0.344, 3.911], [3.753, -1.656, 2.769], [-3.107, 1.123, -3.945], [-2.781, -0.441, -2.828], [-2.854, -1.838, -4.183], [-4.593, -0.685, -2.149], [-3.922, 0.961, -4.659], [-2.214, 1.404, -4.511], [-3.373, 1.987, -3.327], [-3.649, -1.663, -4.916], [-3.042, -2.805, -3.707], [-1.907, -1.935, -4.721], [-5.289, -0.955, -2.950], [-4.968, 0.224, -1.670], [-4.626, -1.480, -1.399], [-3.750, -3.731, 3.501], [-2.963, -3.375, 2.238], [-3.826, -3.647, 1.002], [-1.703, -4.246, 2.166], [-2.436, -1.525, 2.156], [-1.577, -1.262, 0.859], [-1.434, -1.107, 3.731], [-0.133, -1.600, 3.863], [0.668, -1.288, 4.951], [0.184, -0.454, 5.948], [-1.100, 0.061, 5.836], [-1.892, -0.259, 4.741], [-4.054, -0.517, 2.239], [-4.947, -0.484, 3.313], [-6.072, 0.331, 3.294], [-6.337, 1.129, 2.190], [-5.479, 1.090, 1.101], [-4.359, 0.273, 1.130], [-3.971, -4.805, 3.533], [-4.702, -3.196, 3.529], [-3.185, -3.473, 4.402], [-4.111, -4.704, 0.934], [-3.278, -3.378, 0.096], [-4.740, -3.047, 1.028], [-1.956, -5.308, 2.059], [-1.104, -4.134, 3.074], [-1.089, -3.957, 1.308], [0.262, -2.250, 3.088], [1.671, -1.692, 5.021], [0.805, -0.199, 6.798], [-1.484, 0.720, 6.606], [-2.881, 0.174, 4.664], [-4.766, -1.095, 4.191], [-6.742, 0.349, 4.147], [-7.203, 1.781, 2.180], [-5.681, 1.697, 0.226], [-3.690, 0.242, 0.284]],
  "mulliken_spin": [3.07, 0.00, 0.00, 0.00, 0.00, 0.00, 0.00, 0.00, 0.00, 0.00, -0.01, 0.00, 0.00, 0.00, 0.00, 0.00, 0.00, 0.00, 0.00, 0.00, 0.00, 0.00, 0.00, 0.00, 0.00, 0.00, 0.00, 0.00, 0.00, 0.00, 0.00, 0.00, 0.00, 0.00, 0.00, 0.00, 0.00, 0.00, 0.00, 0.00, 0.00, 0.00, 0.00, 0.00, 0.00, 0.00, 0.00, 0.00, 0.00, 0.00, 0.00, 0.00, 0.00, 0.00, 0.00, 0.00, 0.00, 0.00, 0.00, 0.00, 0.00, 0.00, 0.00, 0.00, 0.00, 0.00, 0.00, 0.00, 0.00, -0.03, 0.00, 0.00, 0.00, 0.00, 0.00, 0.00, 0.00, 0.00, 0.00, 0.00, 0.00, 0.00, 0.00, 0.00, 0.00, 0.00, -0.03, 0.00, 0.00, 0.00, 0.00, 0.00, 0.00, 0.00, 0.00, 0.00, 0.00, 0.00, 0.01, 0.00, 0.00, 0.00, 0.00, 0.00, 0.00, 0.00, 0.00, 0.00, 0.00, 0.00, 0.00, 0.00, 0.00, 0.00, 0.00, 0.00, 0.00, -0.01]
}



No. 2
{
  "formula": "C15H24IrN4O4S2",
  "method": "ωB97M-V with the def2-TZVPD basis set",
  "homo_energy_ev": [-14.1, -14.7],
  "charge": 2,
  "relative_energy_ev": 0.4268,
  "s2": 8.814,
  "fmax_ev_per_a": 2.810,
  "homo_lumo_gap_ev": [7.0, 4.9],
  "spin_multiplicity": 6,
  "symbols": ["Ir", "C", "S", "C", "S", "N", "N", "C", "C", "C", "C", "C", "C", "N", "H", "H", "H", "H", "H", "H", "H", "H", "N", "C", "C", "C", "O", "O", "H", "H", "H", "H", "H", "H", "C", "O", "C", "C", "O", "C", "H", "H", "H", "H", "H", "H", "H", "H", "H", "H"],
  "positions_angstrom": [[0.085, 0.164, 0.192], [2.988, -1.869, -4.210], [1.195, -1.975, -4.300], [0.644, -1.092, -2.915], [1.655, 0.004, -2.015], [-0.630, -1.197, -2.687], [-1.166, -0.666, -1.604], [-2.432, -0.459, -1.547], [-2.997, 0.000, -0.299], [-4.372, 0.088, -0.112], [-4.861, 0.498, 1.117], [-3.962, 0.827, 2.122], [-2.607, 0.734, 1.858], [-2.132, 0.324, 0.682], [3.355, -2.378, -5.098], [3.317, -2.390, -3.318], [3.326, -0.836, -4.210], [-3.060, -0.618, -2.418], [-5.033, -0.167, -0.929], [-5.927, 0.569, 1.284], [-4.304, 1.155, 3.093], [-1.878, 1.017, 2.609], [-0.015, -1.565, 1.895], [0.322, -2.980, 1.606], [1.770, -3.162, 1.185], [1.969, -2.480, -0.166], [2.070, -3.110, -1.188], [1.962, -1.166, -0.071], [0.618, -1.218, 2.612], [-0.954, -1.541, 2.283], [-0.337, -3.337, 0.813], [0.143, -3.594, 2.491], [1.987, -4.219, 1.057], [2.455, -2.725, 1.914], [-0.995, 2.995, -1.355], [-0.251, 2.517, -0.230], [0.932, 3.280, 0.021], [1.531, 2.798, 1.316], [1.870, 1.421, 1.148], [2.761, 0.910, 2.145], [-1.300, 4.029, -1.182], [-1.880, 2.372, -1.452], [-0.405, 2.946, -2.273], [0.678, 4.339, 0.112], [1.640, 3.147, -0.803], [0.810, 2.914, 2.132], [2.424, 3.384, 1.541], [3.675, 1.504, 2.170], [3.012, -0.105, 1.847], [2.305, 0.917, 3.138]],
  "mulliken_spin": [2.40, -0.02, 0.66, -0.06, 0.61, 0.39, 0.01, 0.14, 0.03, 0.04, -0.02, 0.04, 0.00, 0.09, 0.00, 0.03, 0.03, -0.01, 0.00, 0.00, 0.00, 0.01, 0.13, 0.00, 0.03, 0.00, 0.02, 0.32, -0.01, 0.00, 0.00, 0.00, 0.00, 0.00, 0.01, 0.06, 0.01, 0.00, 0.06, 0.00, 0.00, 0.00, 0.00, 0.00, 0.00, 0.00, 0.00, 0.00, 0.00, 0.00]
}



Q: What is the formula in the first record?
A: C45H60Cl2N3NdO4SSi2